Density functional theory data (ωB97M-V/def2-TZVPD) for a cluster of 6 separate species, C31H52IO11 in total.

The geometry in ORCA input format:
```
! wB97M-V def2-TZVPD RIJCOSX def2/J DEFGRID3
* xyz -1 1
C -1.29 3.06 4.68
O -2.69 3.17 4.60
C -3.13 4.10 3.61
C -2.90 5.56 4.00
C -1.69 6.22 3.32
C -2.08 7.12 2.14
C -0.88 7.59 1.31
C -0.52 6.65 0.12
C 0.50 5.55 0.36
C -0.06 4.30 0.97
C 0.28 2.96 0.22
C -0.82 1.97 0.49
I -0.31 -0.15 0.35
H -0.82 3.20 3.70
H -0.86 3.80 5.36
H -1.05 2.06 5.05
H -4.18 3.88 3.46
H -2.60 3.88 2.67
H -2.81 5.60 5.09
H -3.80 6.13 3.75
H -1.10 6.80 4.04
H -1.01 5.45 2.94
H -2.75 6.54 1.49
H -2.67 7.96 2.52
H 0.00 7.64 1.97
H -1.05 8.62 0.96
H -0.22 7.31 -0.71
H -1.46 6.19 -0.21
H 1.34 5.94 0.96
H 0.26 4.11 2.02
H -1.16 4.34 1.00
H 0.35 3.20 -0.84
H 1.25 2.58 0.54
H -1.65 2.04 -0.20
H -1.20 2.03 1.51
O -3.58 5.59 -1.94
C -3.97 6.71 -2.06
O -3.53 7.73 -1.28
C -4.22 8.94 -1.59
C -4.76 8.76 -3.00
C -5.00 7.26 -3.05
H -5.02 9.08 -0.86
H -3.51 9.76 -1.48
H -5.64 9.36 -3.19
H -3.99 9.03 -3.73
H -5.99 6.98 -2.67
H -4.87 6.79 -4.02
O 4.59 1.05 -2.94
C 3.88 0.11 -3.14
O 3.93 -0.59 -4.31
C 2.95 -1.64 -4.31
C 2.65 -1.91 -2.85
C 2.84 -0.53 -2.24
H 2.06 -1.29 -4.85
H 3.36 -2.49 -4.85
H 1.66 -2.34 -2.69
H 3.38 -2.61 -2.44
H 1.92 0.06 -2.27
H 3.19 -0.53 -1.21
O 1.84 -5.15 -4.19
C 2.81 -5.64 -3.68
O 3.29 -5.20 -2.50
C 4.52 -5.88 -2.17
C 4.46 -7.19 -2.95
C 3.67 -6.78 -4.19
H 5.35 -5.25 -2.48
H 4.55 -6.02 -1.09
H 5.44 -7.61 -3.15
H 3.90 -7.92 -2.37
H 4.31 -6.38 -4.98
H 3.04 -7.54 -4.62
O -1.44 -6.41 3.45
C -1.64 -5.26 3.17
O -0.83 -4.27 3.59
C -1.34 -2.98 3.17
C -2.24 -3.29 1.98
C -2.76 -4.68 2.33
H -1.89 -2.55 4.01
H -0.50 -2.34 2.93
H -3.02 -2.53 1.85
H -1.65 -3.32 1.07
H -3.65 -4.65 2.95
H -2.96 -5.33 1.48
O 4.71 -8.49 0.18
C 4.00 -9.43 0.01
O 4.02 -10.16 -1.13
C 2.99 -11.16 -1.12
C 2.66 -11.37 0.36
C 2.94 -9.99 0.94
H 2.13 -10.77 -1.67
H 3.37 -12.04 -1.63
H 1.64 -11.72 0.51
H 3.35 -12.11 0.79
H 2.07 -9.33 0.89
H 3.30 -9.98 1.97
*
```

**Gap between HOMO and LUMO**: 0.09960 Eh
**Calculated total energy**: -2337.7245 a.u.
**LUMO energy**: 1.6 eV
**HOMO energy**: -1.13 eV